{"formula": "C5H9ClS", "method": "ωB97M-V/def2-TZVPD", "elements": ["C", "C", "C", "C", "C", "S", "Cl", "H", "H", "H", "H", "H", "H", "H", "H", "H"], "xyz": [[0.99442, 0.00086, 0.68724], [0.65815, -1.29697, 0.15096], [1.47310, 0.01554, 2.10404], [0.08561, 1.18907, 0.26354], [-1.86447, -0.95120, -2.73852], [2.16470, -0.83784, -0.50987], [0.41827, -2.84829, 0.94233], [2.09184, 0.80415, 2.26277], [2.02791, -0.87930, 2.45399], [0.66047, -0.15620, 2.78956], [-0.77269, 0.98380, 0.92880], [-0.11555, 1.25211, -0.75027], [0.54659, 2.18129, 0.58354], [-1.54330, -1.57804, -3.57604], [-2.73778, -0.36643, -2.72058], [-1.03631, -0.86236, -2.01256]], "atomic_forces_ev_per_a": [[-0.592, -0.049, 0.025], [-0.194, -1.336, -0.722], [-0.699, -3.140, 0.192], [1.837, 0.300, 3.479], [2.701, -1.040, 0.207], [0.010, 0.472, -0.468], [-0.166, 0.849, -0.139], [1.343, 2.676, 0.987], [0.242, 0.184, -1.161], [-0.826, 1.132, 0.327], [-0.123, 0.535, -0.730], [-0.637, -0.298, -1.865], [-0.500, -1.257, -0.293], [-0.716, 0.300, 0.108], [-0.847, 0.479, 0.021], [-0.833, 0.191, 0.032]], "lowdin_charge": [-0.78, -0.99, -0.11, -0.05, 0.13, 0.88, 0.57, 0.05, 0.09, 0.09, 0.10, 0.04, 0.10, -0.02, -0.05, -0.06], "energy_ha": -1054.02046, "relative_energy_ev": 6.843}